1.
C38H43InN8O5S | ωB97M-V/def2-TZVPD

The calculation puts the HOMO-LUMO gap (alpha / beta) at 0.2678 / 0.1927 Ha. Its HOMO energy (alpha / beta) is -0.47370 / -0.45061 hartree. As for the energy above the lowest of the compared OMol25 structures with the same formula, charge and spin: 117.6 kcal per mole. Its charge is +2. The value obtained for the LUMO energy (alpha / beta) is -5.60 / -7.02 eV. The strongest force on any atom is 0.025 hartree/bohr.

Last column: Löwdin charge in e.
Cartesian coordinates (Å):
In1 1.48 1.12 -0.82  0.873
C1 -0.51 -4.45 -3.63  -0.076
O1 0.89 -4.18 -3.55  0.015
C2 1.05 -3.07 -2.83  -0.301
N1 -0.02 -2.45 -2.47  0.152
C3 -1.15 -3.13 -3.16  -0.232
C4 -2.47 -3.31 -2.44  -0.095
C5 -3.01 -2.37 -1.37  -0.346
C6 -4.25 -2.92 -0.72  -0.024
C7 -4.97 -3.95 -1.22  -0.058
C8 -4.51 -4.65 -2.35  -0.020
C9 -3.26 -4.33 -2.90  -0.031
C10 2.47 -2.70 -2.62  -0.166
C11 3.38 -3.32 -3.46  0.030
C12 4.72 -3.01 -3.34  -0.005
C13 5.10 -2.11 -2.37  0.027
C14 4.12 -1.52 -1.57  -0.181
N2 2.81 -1.80 -1.68  0.161
C15 4.62 -0.60 -0.52  -0.330
N3 4.09 0.46 -0.03  0.073
C16 5.01 0.96 1.01  -0.245
C17 6.21 -0.01 0.94  -0.048
O2 5.83 -0.94 -0.08  0.016
C18 4.41 0.93 2.40  -0.204
C19 3.67 -0.17 2.81  -0.035
C20 3.22 -0.26 4.12  -0.064
C21 3.48 0.76 5.02  -0.073
C22 4.21 1.86 4.61  -0.071
C23 4.67 1.95 3.31  -0.039
H1 -0.73 -5.29 -2.96  0.139
H2 -0.74 -4.73 -4.65  0.141
H3 -1.37 -2.53 -4.06  0.146
H4 -1.07 -2.02 -0.69  0.136
H5 -4.59 -2.37 0.15  0.108
H6 -5.89 -4.25 -0.74  0.121
H7 -5.09 -5.46 -2.76  0.118
H8 -2.89 -4.95 -3.71  0.122
H9 3.04 -4.04 -4.19  0.129
H10 5.45 -3.47 -3.99  0.128
H11 6.14 -1.86 -2.22  0.130
H12 5.30 1.98 0.76  0.122
H13 6.36 -0.55 1.87  0.139
H14 7.14 0.47 0.65  0.136
H15 3.46 -0.97 2.11  0.116
H16 2.67 -1.14 4.44  0.109
H17 3.13 0.69 6.04  0.110
H18 4.43 2.65 5.32  0.109
H19 5.26 2.81 3.00  0.109
N4 -0.51 1.96 -3.33  -0.041
C24 -1.92 1.55 -3.47  -0.269
C25 -1.97 0.05 -3.77  -0.213
C26 -3.30 -0.60 -3.35  -0.167
C27 -3.35 -0.91 -1.85  -0.087
N5 -2.00 -2.22 -0.25  0.197
H20 -0.46 2.96 -3.13  0.069
H21 -0.03 1.82 -4.21  0.075
H22 -2.44 2.10 -4.25  0.119
H23 -2.41 1.76 -2.52  0.112
H24 -1.15 -0.40 -3.20  0.076
H25 -1.79 -0.11 -4.83  0.121
H26 -3.49 -1.50 -3.94  0.112
H27 -4.11 0.09 -3.59  0.122
H28 -4.36 -0.70 -1.49  0.122
H29 -2.68 -0.20 -1.34  0.105
H30 -1.93 -3.09 0.28  0.170
H31 -2.29 -1.46 0.42  -0.028
O3 -8.20 -0.10 5.81  0.150
C28 -7.65 0.90 5.12  -0.476
O4 -8.11 2.00 5.13  0.159
C29 -6.41 0.59 4.32  -0.092
C30 -6.12 -0.67 3.80  -0.005
C31 -4.98 -0.88 3.05  -0.088
C32 -4.09 0.19 2.83  -0.670
S1 -2.64 0.00 1.91  0.821
C33 -4.38 1.46 3.35  -0.078
C34 -5.54 1.65 4.07  0.018
H32 -7.70 -0.92 5.78  0.108
H33 -6.80 -1.51 3.94  0.125
H34 -4.75 -1.86 2.67  0.100
H35 -3.69 2.27 3.19  0.110
H36 -5.80 2.63 4.47  0.135
C35 3.92 6.28 1.72  -0.001
N6 3.05 5.34 1.04  -0.084
C36 1.69 5.09 1.46  -0.017
C37 1.34 3.88 0.60  -0.532
O5 0.29 3.26 0.63  -0.062
N7 2.40 3.58 -0.20  0.072
C38 3.38 4.43 0.12  -0.404
N8 4.60 4.34 -0.43  0.220
H37 3.33 7.12 2.07  0.103
H38 4.68 6.67 1.04  0.091
H39 4.41 5.82 2.58  0.098
H40 1.04 5.93 1.24  0.149
H41 1.62 4.86 2.53  0.148
H42 4.71 3.72 -1.21  0.123
H43 5.28 5.07 -0.30  0.114



2.
C38H43N3O2S4ScTe | ωB97M-V/def2-TZVPD

The calculation puts the HOMO-LUMO gap at 0.2145 Ha. Its HOMO energy is -0.33263 hartree. As for the energy above the lowest of the compared OMol25 structures with the same formula, charge and spin: 42.6 kcal per mole. Its charge is +1. The value obtained for the LUMO energy is -3.21 eV. The strongest force on any atom is 0.027 hartree/bohr.

Last column: Löwdin charge in e.
Cartesian coordinates (Å):
Sc1 -0.12 0.23 0.90  0.794
C1 -1.92 2.67 -2.35  -0.492
C2 -1.35 1.90 -3.52  -0.499
S1 0.25 1.15 -3.01  0.826
C3 0.32 -0.24 -4.20  -0.509
C4 -0.59 -1.42 -3.83  -0.472
S2 -0.99 -1.45 -2.03  0.772
C5 -1.79 -3.09 -1.95  -0.502
C6 -3.29 -2.96 -2.11  -0.515
S3 -3.94 -1.70 -0.94  0.835
C7 -4.14 -0.26 -2.06  -0.529
C8 -4.01 1.05 -1.32  -0.500
S4 -2.30 1.58 -0.93  0.686
H1 -2.83 3.21 -2.62  0.088
H2 -1.18 3.38 -1.97  0.075
H3 -1.16 2.55 -4.38  0.088
H4 -2.02 1.09 -3.82  0.066
H5 1.37 -0.54 -4.21  0.067
H6 0.06 0.15 -5.18  0.085
H7 -0.10 -2.36 -4.07  0.080
H8 -1.54 -1.36 -4.35  0.077
H9 -1.56 -3.46 -0.95  0.074
H10 -1.35 -3.74 -2.70  0.081
H11 -3.78 -3.91 -1.86  0.076
H12 -3.58 -2.68 -3.12  0.077
H13 -5.14 -0.34 -2.49  0.081
H14 -3.40 -0.35 -2.86  0.034
H15 -4.51 0.98 -0.35  0.036
H16 -4.45 1.87 -1.90  0.085
O1 5.14 -4.86 0.60  -0.044
C9 4.45 -4.56 -0.59  -0.207
C10 3.56 -3.38 -0.37  -0.152
C11 2.92 -2.75 -1.44  0.021
C12 2.03 -1.73 -1.16  -0.145
N1 1.73 -1.30 0.07  0.038
C13 2.45 -1.82 1.08  -0.193
C14 3.35 -2.87 0.90  0.069
C15 2.26 -1.22 2.42  -0.201
C16 3.33 -1.18 3.31  0.062
C17 3.13 -0.70 4.60  -0.144
C18 4.29 -0.65 5.56  -0.204
O2 5.52 -0.43 4.94  -0.039
C19 1.83 -0.33 4.95  0.024
C20 0.84 -0.34 3.99  -0.112
N2 1.04 -0.74 2.73  0.040
H17 5.75 -5.60 0.45  0.106
H18 3.82 -5.41 -0.89  0.142
H19 5.15 -4.36 -1.41  0.138
H20 3.09 -3.06 -2.45  0.126
H21 1.54 -1.22 -1.98  0.041
H22 3.87 -3.32 1.73  0.126
H23 4.32 -1.49 3.01  0.133
H24 4.38 -1.64 6.04  0.144
H25 4.09 0.09 6.35  0.134
H26 5.58 0.49 4.64  0.103
H27 1.60 -0.01 5.96  0.128
H28 -0.18 -0.03 4.22  0.100
Te1 -2.68 0.55 2.14  1.031
C21 -3.68 -0.96 3.30  -0.594
C22 -3.08 -2.10 3.80  -0.160
C23 -3.80 -2.99 4.59  -0.096
C24 -5.13 -2.74 4.88  -0.092
C25 -5.73 -1.59 4.39  -0.088
C26 -5.01 -0.71 3.61  -0.172
H29 -2.03 -2.31 3.59  0.084
H30 -3.32 -3.87 4.98  0.101
H31 -5.69 -3.43 5.48  0.102
H32 -6.76 -1.38 4.62  0.105
H33 -5.47 0.19 3.25  0.084
C27 4.66 2.88 1.63  -0.102
C28 4.19 1.84 0.84  -0.090
C29 2.83 1.64 0.68  -0.060
C30 1.89 2.44 1.36  -0.295
C31 2.38 3.55 2.07  -0.023
C32 3.74 3.75 2.20  -0.078
N3 0.55 2.15 1.23  -0.080
C33 -0.32 2.86 2.09  -0.414
C34 -1.40 3.56 1.58  -0.122
C35 -2.30 4.19 2.42  -0.093
C36 -2.13 4.15 3.79  -0.082
C37 -1.04 3.48 4.32  -0.073
C38 -0.14 2.84 3.48  -0.091
H34 5.71 3.02 1.78  0.098
H35 4.88 1.18 0.34  0.106
H36 2.46 0.88 0.00  0.077
H37 1.69 4.24 2.51  0.114
H38 4.08 4.62 2.75  0.107
H39 -1.54 3.59 0.51  0.062
H40 -3.15 4.72 2.00  0.111
H41 -2.83 4.64 4.45  0.107
H42 -0.89 3.46 5.39  0.108
H43 0.71 2.32 3.89  0.105